DFT (ωB97M-V/def2-TZVPD) results for a molecular structure, C30H70Br9NO17P4.

```
! wB97M-V def2-TZVPD RIJCOSX def2/J DEFGRID3
* xyz 0 1
C -1.06129 7.70535 -2.86973
O -2.18134 7.27107 -2.65003
N -0.01002 6.94738 -3.23297
C -0.13784 5.48868 -3.17897
C 1.21887 7.63519 -3.56770
H -0.83925 8.78337 -2.79457
H -0.68882 5.26460 -2.26449
H 0.81553 4.99141 -3.29403
H -0.85636 5.27705 -3.97890
H 1.20355 8.22632 -4.48965
H 1.60366 8.27020 -2.77022
H 1.99240 6.91094 -3.83444
C 2.44307 3.96724 1.48349
Br 4.18851 4.70897 1.25567
Br 1.19533 5.14568 0.53054
Br 2.05229 3.75703 3.39849
H 2.40279 2.97030 1.06609
C -7.61687 -2.87352 2.79070
Br -8.71402 -1.24642 2.93328
Br -8.38872 -4.29801 3.88695
Br -5.74618 -2.51567 3.21970
H -7.63226 -3.12457 1.74125
C -2.94780 -4.03882 -3.60491
Br -3.23077 -2.28670 -2.78662
Br -1.09570 -4.43953 -3.91043
Br -4.05335 -4.32739 -5.15936
H -3.25718 -4.67746 -2.79092
C -1.97403 -6.32402 10.45205
C -1.77811 -6.19466 8.95975
O -2.29431 -4.93443 8.45019
P -1.38459 -3.61814 8.48088
O -0.14596 -3.72438 7.71287
O -2.46401 -2.54548 8.05124
C -2.40053 -1.87797 6.77563
C -1.23473 -0.91533 6.56911
O -1.17725 -3.38430 10.06801
C -1.68512 -2.17483 10.66938
C -1.21108 -2.09174 12.12492
H -1.78505 -7.35622 10.74930
H -1.22727 -5.72046 10.96933
H -2.95961 -5.96594 10.73981
H -0.75479 -6.36938 8.63065
H -2.45195 -6.88841 8.45505
H -2.24200 -2.69664 6.07395
H -3.33234 -1.35188 6.60455
H -0.26104 -1.38441 6.68828
H -1.31450 -0.50898 5.55774
H -1.27574 -0.01110 7.18110
H -1.50902 -1.27165 10.09689
H -2.75267 -2.39000 10.77398
H -1.66652 -2.81897 12.79849
H -0.17151 -2.43749 12.13519
H -1.34769 -1.08681 12.51242
C -0.13536 -0.15270 3.00639
C 0.55342 0.06385 1.66046
O 0.03388 1.19057 0.91944
P -0.99549 0.84155 -0.24833
O -0.34811 0.11701 -1.34543
O -2.25651 0.13875 0.46865
C -2.38732 -1.28986 0.54293
C -3.86054 -1.59203 0.60189
O -1.61083 2.24107 -0.63702
C -2.08524 2.62413 -1.94853
C -3.08913 1.62077 -2.45236
H 0.37821 0.37973 3.80957
H -1.07073 0.41469 2.97323
H -0.20323 -1.21884 3.20092
H 1.60178 0.29666 1.84180
H 0.47065 -0.84112 1.05542
H -1.83329 -1.78177 -0.26190
H -1.84615 -1.55147 1.46467
H -4.33074 -1.18040 -0.29529
H -4.12075 -2.62245 0.82532
H -4.38511 -1.01968 1.36782
H -2.51721 3.62021 -1.88153
H -1.20637 2.74906 -2.58180
H -3.22545 1.72657 -3.52780
H -2.75080 0.58937 -2.32238
H -3.97604 1.68403 -1.82116
C 5.69028 -3.99959 1.74025
C 4.70312 -3.20932 0.91103
O 5.46114 -2.21465 0.21071
P 4.73904 -0.89452 -0.36384
O 4.12876 0.01554 0.62464
O 3.83203 -1.49247 -1.55352
C 2.40333 -1.64176 -1.35038
C 2.00625 -2.98994 -1.95650
O 5.89734 -0.24239 -1.22277
C 7.14596 0.13257 -0.61184
C 7.08471 1.55907 -0.09062
H 5.19683 -4.66026 2.45693
H 6.40028 -4.51044 1.09190
H 6.25783 -3.36758 2.42787
H 4.14798 -3.81295 0.19378
H 3.99866 -2.74533 1.60857
H 2.24628 -1.72548 -0.26999
H 1.83382 -0.78673 -1.69720
H 0.91881 -2.92399 -2.02249
H 2.57262 -3.12281 -2.87593
H 2.23566 -3.83453 -1.30637
H 7.31321 -0.53863 0.23888
H 7.93177 -0.10291 -1.32732
H 8.07987 2.01105 -0.09774
H 6.51696 2.16982 -0.79464
H 6.64531 1.63193 0.89847
C -2.23941 -0.58297 -6.37994
C -1.55408 0.74424 -6.11101
O -1.13359 1.28399 -7.37252
P -0.48119 2.72123 -7.42188
O -1.33302 3.81184 -6.91907
O -0.03457 2.85699 -8.95409
C -0.71541 2.14624 -10.01278
C 0.18108 2.18576 -11.23397
O 0.93177 2.50583 -6.67123
C 1.89842 3.55021 -6.79140
C 3.30356 3.01639 -6.60211
H -3.22070 -0.36093 -6.79484
H -1.62592 -1.22789 -7.01272
H -2.34231 -1.21864 -5.49981
H -2.25821 1.45743 -5.67603
H -0.73370 0.62630 -5.39931
H -0.95676 1.10431 -9.79809
H -1.67631 2.66000 -10.12369
H 1.01717 2.84867 -11.00189
H 0.74809 1.24821 -11.27989
H -0.28384 2.37831 -12.19427
H 1.83648 3.98581 -7.79594
H 1.67071 4.38335 -6.12084
H 3.43377 2.08072 -7.14018
H 4.05351 3.76820 -6.84202
H 3.46627 2.82588 -5.53630
*
```

Strongest force on any atom: 2.52 eV/Å
Kohn-Sham gap: 8.60 eV
Energy above the lowest of the compared OMol25 structures with the same formula, charge and spin: 43.48 kcal per mole
HOMO energy: -9.0179 eV


DFT (ωB97M-V/def2-TZVPD) results for 3 unconnected molecules or ions with the total composition C5H14NO4.

```
! wB97M-V def2-TZVPD RIJCOSX def2/J DEFGRID3
* xyz -1 1
O 1.48081 -2.08254 -1.64565
C 1.10171 -1.18357 -0.89767
N -0.17940 -1.01321 -0.60006
C -1.52099 -1.64561 -1.10301
O -2.37449 -0.82322 -0.55892
C 2.28845 -0.38841 -0.38288
C 1.92684 0.34859 0.91246
C 1.42512 1.74555 0.78500
H -0.41044 -0.37707 0.21019
H -1.64206 -1.45845 -2.25513
H -1.38929 -2.77747 -0.92936
H 2.92123 -1.30278 -0.11535
H 2.71978 0.33782 -1.16905
H 2.72230 0.13506 1.54694
H 1.31441 -0.22995 1.64597
H 0.85786 1.95921 -0.15945
H 0.82946 2.05582 1.70931
H 2.29026 2.47011 0.47488
H -2.26070 -0.74580 1.10076
H -1.76288 0.67595 1.38888
O -1.86921 -0.12924 1.79393
H -2.29160 1.20794 -1.02961
H -3.39644 1.31787 -0.10832
O -2.78073 1.90340 -0.61386
*
```

Strongest force on any atom: 4.21 eV/Å
Kohn-Sham gap: 7.86 eV
Energy above the lowest of the compared OMol25 structures with the same formula, charge and spin: 70.21 kcal per mole
HOMO energy: -4.2880 eV


DFT (ωB97M-V/def2-TZVPD) results for C12H23N3O3S in the gas phase.

```
! wB97M-V def2-TZVPD RIJCOSX def2/J DEFGRID3
* xyz 0 1
N -1.25461 0.45081 4.54436
C -0.27284 0.14622 3.49395
C -0.56125 1.01024 2.25080
C -1.12789 0.33765 0.97888
C -1.80451 -1.02474 1.26307
N -2.86689 -1.03024 2.26713
C -2.21604 1.27434 0.41082
N -2.47232 0.84293 -0.95946
C -1.18184 0.55499 -1.47047
O -0.88093 0.67862 -2.62838
C -0.20716 0.22324 -0.29029
S 1.01432 1.59478 -0.47140
C 0.55146 -1.11792 -0.42645
C 1.04306 -1.55325 -1.82305
C 2.55107 -1.30794 -2.09426
C 2.87246 -0.64502 -3.42546
O 1.98685 0.43662 -3.74036
C 2.53871 1.64764 -3.84346
O 3.42426 2.07242 -3.14471
H -1.33644 1.45409 4.65128
H -0.98323 0.05688 5.43480
H 0.74094 0.37966 3.84819
H -0.28108 -0.92099 3.27726
H -1.30336 1.75018 2.57277
H 0.33235 1.57833 2.00099
H -1.03580 -1.72073 1.60953
H -2.18009 -1.45001 0.32920
H -3.77123 -1.16116 1.83958
H -2.87443 -0.21666 2.86795
H -1.76732 2.27172 0.33989
H -3.10303 1.36483 1.03593
H -3.14855 0.09990 -1.06406
H 1.96187 1.11863 0.34641
H 1.44229 -1.03782 0.20792
H -0.03600 -1.92817 -0.00741
H 0.43567 -1.14428 -2.62701
H 0.90455 -2.63870 -1.85889
H 3.04815 -2.28375 -2.13221
H 3.00847 -0.76264 -1.26628
H 3.90201 -0.27803 -3.40778
H 2.80499 -1.37198 -4.23965
H 2.10337 2.24931 -4.64965
*
```

Strongest force on any atom: 1.02 eV/Å
Kohn-Sham gap: 9.68 eV
SMILES: NCC[C@@]1(CN)CNC(=O)[C@]1(S)CCCCOC=O
Energy above the lowest of the compared OMol25 structures with the same formula, charge and spin: 60.85 kcal per mole
HOMO energy: -9.0682 eV


DFT (ωB97M-V/def2-TZVPD) results for 23 unconnected molecules or ions with the total composition C36H118N12O38.

```
! wB97M-V def2-TZVPD RIJCOSX def2/J DEFGRID3
* xyz 0 1
C -0.76449 2.87242 -7.19913
O -0.56212 3.95085 -6.68523
N -0.67030 1.70529 -6.65173
N -0.94193 2.77794 -8.49100
H -1.02101 0.83206 -7.01857
H -0.37791 1.77415 -5.68743
H -0.89379 1.92047 -9.02253
H -0.96251 3.64068 -9.01574
C 1.97641 4.04495 -3.72282
O 3.13568 4.31122 -3.39612
N 1.01581 4.07198 -2.89074
N 1.63511 3.83599 -4.91630
H 1.18925 4.39689 -1.95028
H 0.07631 3.87340 -3.20378
H 0.69316 3.69456 -5.25219
H 2.36822 3.66901 -5.59067
C -2.24306 2.48816 -2.83890
O -1.15689 2.55023 -3.42969
N -3.44149 2.80172 -3.20004
N -2.25698 2.06666 -1.58608
H -3.57936 3.23817 -4.10037
H -4.07684 2.89527 -2.42051
H -1.41017 1.68822 -1.18634
H -3.22205 2.08660 -1.28885
C -1.24211 -2.96299 -7.30526
O -2.25913 -3.63710 -7.24438
N -0.68625 -2.50169 -8.37335
N -0.60538 -2.50423 -6.28769
H 0.09012 -1.85615 -8.34827
H -1.36790 -2.58368 -9.11412
H -0.87832 -2.84611 -5.37734
H 0.17141 -1.90189 -6.51981
C 5.65326 2.36687 -1.14351
O 6.60682 3.09390 -1.39880
N 5.70839 1.48009 -0.23775
N 4.41615 2.46769 -1.64449
H 4.88737 1.10912 0.21878
H 6.68174 1.21096 -0.22217
H 4.34045 3.30200 -2.20867
H 3.72322 1.73288 -1.64567
C -5.88086 1.97400 0.01576
O -5.18689 1.73367 -0.97110
N -5.54431 2.91523 0.86766
N -7.00506 1.35515 0.33461
H -4.72824 3.49338 0.72674
H -6.23444 3.09306 1.58334
H -7.51718 1.67724 1.14336
H -7.50881 0.65656 -0.19294
C 2.49999 4.57402 2.32274
C 3.39407 3.80698 1.32763
O 3.64361 2.42903 1.77156
O 2.44063 5.87890 1.88850
H 2.83449 4.65878 3.35667
H 1.54071 4.05828 2.36628
H 4.30516 4.34722 1.07042
H 2.77010 3.78194 0.43425
H 4.52601 2.44485 2.14933
H 2.33615 6.51317 2.60151
C -2.41793 -5.57553 -0.76704
C -3.54597 -5.40434 0.29180
O -3.13592 -4.39662 1.20253
O -1.17626 -6.29576 -0.35715
H -2.14132 -4.62466 -1.22249
H -2.84506 -6.12550 -1.60560
H -3.65301 -6.28406 0.92641
H -4.47164 -5.22648 -0.25556
H -2.99886 -3.57170 0.73103
H -1.44241 -7.17665 -0.08368
C 1.49268 -5.35248 2.39228
C 0.09317 -4.66692 2.30430
O -0.95769 -5.47396 2.90660
O 2.24743 -4.77028 3.55000
H 2.13986 -5.06726 1.56288
H 1.49813 -6.43864 2.48352
H -0.13800 -4.45443 1.26051
H 0.13546 -3.68808 2.78199
H -1.72812 -5.15979 2.42771
H 1.83801 -4.97108 4.39479
C -2.39917 5.80861 0.49284
C -1.22683 5.06354 1.09523
O -0.56574 4.41064 0.00759
O -3.34003 4.84126 0.02882
H -2.24309 6.55027 -0.29054
H -2.90557 6.34608 1.29457
H -1.52826 4.40313 1.90831
H -0.51325 5.79018 1.48369
H -1.25636 3.86918 -0.38159
H -3.86263 5.41452 -0.53674
C 2.36922 -1.06683 -2.04279
C 2.08539 0.02764 -3.26763
O 0.78627 0.53895 -3.11231
O 3.17053 -0.45262 -1.06631
H 2.92397 -1.89752 -2.47905
H 1.51713 -1.57004 -1.58582
H 1.97351 -0.65861 -4.10706
H 2.88840 0.64803 -3.66560
H 0.83110 1.49206 -3.21798
H 4.11174 -0.39586 -1.24661
C 0.31639 0.48895 0.40448
C -0.66424 0.89860 1.50025
O -1.12099 -0.04154 2.41700
O -0.28998 -0.08289 -0.75268
H 1.05987 -0.19995 0.80541
H 0.93459 1.34793 0.14356
H -1.51465 1.48948 1.16003
H -0.17639 1.58574 2.19158
H -1.30114 -0.87513 1.97624
H 0.39413 -0.09078 -1.42612
C -3.22724 -1.00408 5.17825
C -2.16243 -2.12984 5.31492
O -0.81993 -1.65195 5.06196
O -3.06072 0.01552 6.14102
H -4.22326 -1.44409 5.12900
H -3.18027 -0.56828 4.18027
H -2.21484 -3.03499 4.70989
H -2.13804 -2.54132 6.32398
H -0.82072 -0.98239 4.37400
H -3.40702 -0.20890 7.00781
C 3.16140 -0.13082 5.68550
C 2.42553 0.27056 4.41152
O 2.61107 1.65538 4.30031
O 4.56749 0.19783 5.67101
H 3.03597 -1.20953 5.77907
H 2.70666 0.36080 6.54551
H 1.34207 0.15713 4.44824
H 2.72246 -0.45242 3.65176
H 2.47953 1.90450 3.38258
H 4.65032 1.12615 5.90112
C -3.58199 -1.23973 0.57851
C -4.47997 -1.45491 -0.60498
O -4.07600 -0.61895 -1.60170
O -2.28087 -1.88524 0.39430
H -4.07124 -1.74341 1.41219
H -3.36723 -0.19765 0.81526
H -5.51488 -1.32384 -0.28896
H -4.38842 -2.46842 -0.99553
H -4.57174 0.19770 -1.50727
H -1.80069 -1.44915 -0.31341
C 6.41309 0.18551 2.89080
C 7.54011 -0.12811 3.91306
O 8.58976 0.86366 3.90388
O 6.03584 1.54887 3.02799
H 5.42832 -0.27730 2.95507
H 6.64841 -0.19025 1.89505
H 8.08356 -1.03662 3.65350
H 7.04627 -0.19272 4.88262
H 9.22107 0.55278 4.55688
H 6.92603 1.90454 3.07956
C 4.43986 -6.03525 -2.17709
C 3.19345 -6.24728 -1.37081
O 2.22790 -5.11542 -1.52077
O 5.16877 -5.06671 -1.33494
H 4.24649 -5.58586 -3.15113
H 5.08956 -6.89277 -2.35215
H 3.30873 -6.35857 -0.29266
H 2.64956 -7.07499 -1.82599
H 2.53085 -4.44798 -0.90082
H 6.10025 -5.03107 -1.56444
C -4.10904 0.06809 -5.34948
C -4.51293 -1.42716 -5.37264
O -4.56536 -1.93988 -6.71401
O -2.79320 0.06052 -5.50527
H -4.30255 0.64398 -4.44449
H -4.62091 0.58386 -6.16193
H -5.45397 -1.39920 -4.82331
H -3.83551 -2.12887 -4.88602
H -3.62785 -2.00409 -6.91032
H -2.31616 -0.21690 -4.71973
C -0.44135 -5.07963 -3.79774
C -0.43818 -6.63108 -3.89974
O 0.07320 -7.39744 -2.86848
O 0.83051 -4.42453 -3.86681
H -0.80084 -4.59293 -2.89111
H -1.18699 -4.75567 -4.52380
H 0.20870 -6.86800 -4.74445
H -1.44381 -6.83661 -4.26656
H -0.25072 -7.15307 -1.99844
H 1.34493 -4.73935 -3.11992
C 0.62040 4.17779 6.55036
C 2.05179 4.50530 6.92778
O 2.27293 4.39520 8.35318
O 0.39962 4.64952 5.21983
H 0.03609 4.60068 7.36759
H 0.48001 3.10737 6.40009
H 2.18011 5.57405 6.75626
H 2.83740 4.02586 6.34378
H 2.34849 3.49324 8.67311
H -0.39905 4.23578 4.88436
C -2.62378 3.33052 4.73106
C -3.09569 3.36670 6.18732
O -4.23107 4.18016 6.19129
O -2.47638 4.55921 4.11435
H -3.18508 2.57160 4.18600
H -1.70109 2.76628 4.59547
H -2.46820 3.98947 6.82492
H -3.16247 2.43610 6.75090
H -4.94091 3.58229 5.94578
H -3.31786 5.01912 4.15896
O -1.69508 -1.08902 -3.32851
H -1.21181 -0.46031 -2.79240
H -2.35233 -1.45426 -2.73619
O 2.96510 -3.16511 0.37014
H 3.12071 -2.75632 1.22156
H 2.90712 -2.43109 -0.24148
*
```

Strongest force on any atom: 6.96 eV/Å
Kohn-Sham gap: 8.06 eV
HOMO energy: -8.7766 eV